C4H4 | ωB97M-V/def2-TZVPD

The LUMO energy comes out at 0.0400 Eh. As for the energy: -154.65814 hartree. As for the energy above the lowest of the compared OMol25 structures with the same formula, charge and spin: 39.12 kcal per mole. The HOMO-LUMO gap is 8.89 eV.

Cartesian coordinates (Å):
C: -1.136 0.645 -0.035
C: -1.150 -0.653 -0.050
C: 0.125 -0.044 0.024
C: 1.574 -0.019 0.086
H: -1.820 1.500 -0.177
H: -1.834 -1.406 0.040
H: 2.169 -1.030 -0.053
H: 2.072 1.007 0.165